11
Properties=species:S:1:pos:R:3:forces:R:3:nbo_charge:R:1 method="wB97M-V/def2-TZVPD" orbital_gap_ev="7.01 / 6.99" relative_energy_kj_mol=986.3 total_charge=0
C 1.084 1.143 -0.695 -0.879 -0.026 0.685 0.053
C 0.451 -0.091 -0.270 1.032 0.246 -0.748 -0.136
C 0.455 -1.399 -0.412 -1.573 -1.137 0.902 -0.228
N -1.879 -1.985 0.997 0.254 0.806 -0.038 -0.401
N 0.234 1.832 0.083 0.467 0.070 -0.624 -0.334
N -0.328 0.695 0.649 -0.295 -0.138 1.093 -0.399
H 1.994 1.469 -1.155 0.125 0.197 -0.237 0.219
H 0.949 -2.020 -1.126 0.706 0.286 -0.489 0.169
H -1.871 -2.966 0.722 0.221 -0.464 -0.235 0.236
H 0.247 2.752 0.499 0.008 -0.062 -0.027 0.417
H -1.335 0.571 0.709 -0.067 0.221 -0.283 0.403

---

89
Properties=species:S:1:pos:R:3:forces:R:3:lowdin_charge:R:1 method="wB97M-V/def2-TZVPD" orbital_gap_ev=6.02 relative_energy_kj_mol=19.8 total_charge=-1
Pd -1.101 0.014 0.417 -0.243 -0.331 0.095 -0.140
Se -0.363 -7.698 1.669 -0.027 0.060 0.042 0.220
P -1.350 -5.887 2.120 0.034 -0.115 0.057 0.503
C -0.864 -5.284 3.762 0.061 0.057 -0.008 -0.352
C -0.131 -4.110 3.909 -0.045 0.014 -0.027 -0.074
C 0.343 -3.733 5.159 -0.007 0.014 -0.004 -0.078
C 0.088 -4.524 6.268 -0.017 -0.025 -0.015 -0.091
C -0.629 -5.707 6.126 0.004 0.041 -0.009 -0.086
C -1.090 -6.092 4.878 0.007 -0.042 0.014 -0.119
C -3.151 -6.193 2.139 -0.066 0.033 0.040 -0.340
C -3.968 -6.066 3.255 -0.053 -0.070 -0.049 -0.105
C -5.323 -6.373 3.176 0.004 0.015 -0.018 -0.081
C -5.869 -6.808 1.979 0.010 0.014 -0.012 -0.094
C -5.056 -6.941 0.858 0.029 -0.007 0.014 -0.092
C -3.706 -6.640 0.938 -0.026 0.028 -0.028 -0.111
C -1.120 -4.559 0.941 0.129 0.084 -0.175 -0.455
C -1.431 -3.187 0.828 0.206 -0.025 -0.048 -0.469
N -0.993 -2.812 -0.392 -0.073 -0.179 -0.279 -0.097
N -0.473 -3.865 -1.007 -0.022 -0.052 0.446 -0.069
N -0.516 -4.920 -0.218 -0.172 0.142 -0.004 -0.029
P -2.362 -1.807 1.537 -0.010 0.164 -0.196 1.044
Se 0.428 0.708 2.251 0.123 -0.093 0.006 -0.180
C -2.493 -1.973 3.364 -0.129 -0.001 0.097 -0.347
C -1.802 -1.105 4.204 0.046 -0.024 -0.032 -0.147
C -1.938 -1.184 5.585 -0.001 -0.003 0.006 -0.084
C -2.767 -2.141 6.149 0.023 0.009 0.003 -0.088
C -3.463 -3.015 5.324 0.011 -0.025 -0.052 -0.075
C -3.334 -2.924 3.947 0.062 0.109 0.009 -0.099
C -4.084 -2.295 1.086 -0.036 -0.031 -0.051 -0.358
C -4.332 -3.280 0.132 -0.027 -0.003 0.070 -0.098
C -5.635 -3.595 -0.238 0.009 0.020 0.014 -0.090
C -6.708 -2.929 0.332 0.019 -0.012 -0.009 -0.094
C -6.474 -1.951 1.291 0.023 0.010 0.027 -0.083
C -5.175 -1.643 1.666 -0.022 -0.042 0.000 -0.124
H 0.080 -3.487 3.047 -0.007 -0.036 0.019 0.104
H 0.907 -2.813 5.256 -0.018 -0.043 -0.001 0.110
H 0.456 -4.226 7.243 -0.008 -0.009 -0.019 0.099
H -0.814 -6.339 6.987 0.006 0.011 -0.024 0.099
H -1.597 -7.042 4.759 0.000 0.009 -0.020 0.102
H -3.555 -5.724 4.193 0.039 0.006 0.047 0.078
H -5.950 -6.267 4.054 0.022 -0.007 -0.031 0.100
H -6.925 -7.044 1.915 0.027 0.009 0.007 0.098
H -5.476 -7.285 -0.080 0.022 0.014 0.032 0.103
H -3.066 -6.758 0.070 -0.002 0.003 0.029 0.103
H -1.123 -0.379 3.776 -0.071 -0.052 0.039 -0.051
H -1.383 -0.499 6.217 -0.023 -0.033 -0.033 0.106
H -2.866 -2.212 7.226 0.000 0.004 -0.045 0.101
H -4.110 -3.772 5.755 0.027 0.033 -0.021 0.104
H -3.899 -3.597 3.317 -0.013 0.004 -0.036 0.086
H -3.503 -3.816 -0.315 -0.024 0.017 0.013 0.097
H -5.805 -4.372 -0.975 0.014 0.025 0.029 0.106
H -7.723 -3.176 0.042 0.033 0.005 0.005 0.098
H -7.305 -1.436 1.758 0.030 -0.014 -0.016 0.100
H -5.013 -0.909 2.447 0.018 -0.007 -0.003 0.096
Te 1.355 0.695 -0.029 -0.074 0.365 -0.118 0.211
S -1.412 4.344 0.129 -0.013 0.040 0.015 0.573
C -2.316 3.353 1.100 -0.083 -0.146 0.097 -0.932
N -2.217 3.271 2.460 -0.047 0.011 -0.174 0.004
C -2.999 2.151 2.968 -0.014 -0.004 -0.003 -0.167
C -4.018 1.951 1.845 0.074 -0.071 -0.098 -0.151
N -3.283 2.479 0.706 0.102 0.337 0.310 0.011
H -1.290 3.436 2.817 0.080 -0.005 0.093 0.100
H -3.474 2.391 3.917 0.004 0.005 0.039 0.115
H -2.382 1.260 3.087 0.049 0.002 -0.033 0.045
H -4.941 2.508 2.032 -0.007 0.073 -0.022 0.118
H -4.259 0.904 1.692 -0.029 -0.066 -0.014 0.072
H -3.705 2.607 -0.193 -0.067 -0.030 -0.233 0.103
C -0.468 -1.493 -4.356 -0.039 -0.036 -0.072 -0.165
C -0.177 -1.030 -2.937 -0.126 0.119 -0.049 -0.451
As -1.633 -0.123 -1.995 0.120 -0.326 0.349 1.118
C -3.178 -1.236 -2.442 0.012 0.101 -0.071 -0.410
C -4.492 -0.672 -1.917 -0.056 0.082 -0.008 -0.169
C -1.869 1.383 -3.233 -0.002 -0.041 0.014 -0.406
C -2.821 2.495 -2.820 -0.081 -0.003 -0.033 -0.182
H 0.412 -1.983 -4.778 -0.004 0.020 0.011 0.069
H -0.735 -0.668 -5.023 -0.003 -0.022 0.032 0.055
H -1.277 -2.225 -4.376 0.025 0.017 0.000 0.060
H 0.651 -0.321 -2.916 0.069 0.044 -0.025 0.028
H 0.091 -1.867 -2.304 0.066 -0.130 0.094 0.015
H -2.955 -2.207 -2.000 -0.002 -0.016 0.001 0.037
H -3.214 -1.358 -3.526 -0.003 -0.004 -0.008 0.062
H -4.426 -0.439 -0.851 0.017 0.022 -0.030 0.045
H -5.304 -1.392 -2.037 0.002 -0.013 -0.001 0.063
H -4.782 0.238 -2.447 0.031 -0.042 0.017 0.051
H -2.174 0.930 -4.179 -0.022 0.019 -0.029 0.058
H -0.867 1.791 -3.379 0.049 0.016 0.010 0.070
H -3.828 2.123 -2.613 0.049 0.001 -0.003 0.044
H -2.912 3.235 -3.620 0.006 -0.011 0.020 0.071
H -2.444 3.018 -1.943 0.020 0.020 0.028 -0.019

---

9
Properties=species:S:1:pos:R:3:forces:R:3:nbo_charge:R:1 method="wB97M-V/def2-TZVPD" orbital_gap_ev="6.91 / 6.91" relative_energy_kj_mol=411.0 total_charge=0
C -1.631 -0.419 0.032 0.100 -0.083 -0.005 -0.732
C -0.212 -0.241 0.122 0.546 0.106 -0.011 0.385
C 1.071 -0.058 0.097 -0.577 0.030 0.002 -0.275
C 2.092 0.865 0.072 0.671 0.405 -0.014 -0.551
C 3.209 1.440 0.034 -0.725 -0.272 0.025 -0.012
H -2.115 -0.897 0.891 0.235 0.086 -0.088 0.263
H -2.015 -0.809 -0.917 0.212 0.045 0.121 0.257
H -1.919 0.650 0.076 -0.056 -0.012 -0.010 0.318
H 1.464 -1.102 0.131 -0.407 -0.305 -0.021 0.348

---

13
Properties=species:S:1:pos:R:3:forces:R:3:nbo_charge:R:1 method="wB97M-V/def2-TZVPD" orbital_gap_ev=10.39 relative_energy_kj_mol=319.3 total_charge=0
O -0.591 -1.712 0.643 -0.397 -0.536 -1.771 -0.503
C -0.122 -0.474 0.182 0.345 0.908 -0.173 0.115
C -1.374 0.352 -0.171 -0.126 0.409 0.107 -0.087
O -1.722 -0.627 -1.189 -0.355 -0.071 0.215 -0.495
C -0.604 -1.358 -0.863 -0.170 -0.998 0.448 0.322
C 1.536 1.301 0.619 -0.012 -0.068 0.052 -0.370
C 1.213 0.015 0.545 0.122 0.153 -0.006 -0.202
H -1.183 1.318 -0.638 -0.028 -0.023 0.012 0.188
H -2.164 0.402 0.581 0.292 0.087 0.088 0.202
H -0.314 -2.084 -1.638 0.407 0.214 1.015 0.211
H 0.803 2.089 0.465 0.101 -0.127 -0.012 0.193
H 2.552 1.609 0.835 -0.117 -0.019 0.025 0.207
H 1.957 -0.760 0.713 -0.063 0.071 0.000 0.220

---

60
Properties=species:S:1:pos:R:3:forces:R:3:nbo_charge:R:1 method="wB97M-V/def2-TZVPD" orbital_gap_ev=3.98 relative_energy_kj_mol=281.6 total_charge=-1
O -0.027 0.242 0.109 1.103 -0.037 0.733 -0.768
H 0.253 0.787 -0.630 -0.146 0.509 -0.817 0.563
H -0.971 0.286 0.278 -2.493 0.159 -0.150 0.588
H 0.165 -0.681 -0.076 0.102 -1.176 -0.390 0.569
S -3.873 -1.170 -1.361 -0.957 -0.891 0.205 2.586
O -5.130 -0.820 -2.030 -0.463 -0.019 -0.353 -1.096
O -3.881 -2.569 -0.879 -0.101 -0.194 0.425 -1.119
O -2.734 -1.011 -2.259 2.123 0.529 -1.364 -1.157
O -3.695 -0.222 -0.230 1.016 1.010 1.720 -1.170
C 0.707 4.830 -2.803 -0.096 0.947 -1.383 -0.621
C 1.864 4.066 -3.374 2.496 0.465 0.009 -0.061
C 3.050 4.967 -3.950 -0.279 0.371 0.134 -0.074
O 4.324 4.326 -4.159 0.662 -0.556 0.213 -0.572
C 5.399 5.267 -4.508 -2.480 0.478 -0.089 -0.249
N 2.434 3.280 -2.316 0.809 -1.387 0.718 -0.836
H -0.056 4.076 -2.607 -0.234 0.569 0.380 0.241
H 0.386 5.561 -3.545 -0.643 -0.292 -0.396 0.210
H 0.944 5.526 -1.999 0.252 -0.723 0.632 0.207
H 1.537 3.343 -4.122 -0.139 0.260 -0.248 0.199
H 3.261 5.733 -3.203 -0.391 0.416 0.190 0.150
H 2.718 5.445 -4.871 0.048 0.174 -0.250 0.164
H 5.615 6.001 -3.731 -0.038 -0.298 0.617 0.166
H 4.888 5.864 -5.264 0.781 0.231 -0.666 0.172
H 6.342 4.840 -4.849 -0.568 -0.612 0.018 0.202
H 3.297 2.923 -2.700 0.175 -0.749 -0.118 0.364
H 2.823 3.847 -1.577 -0.447 0.598 0.320 0.341
C 2.400 -3.396 -2.477 -0.148 0.913 -0.897 -0.608
C 1.419 -4.509 -2.256 -1.219 0.965 1.694 -0.082
C 2.009 -5.860 -2.181 0.272 -0.758 0.009 -0.063
O 0.998 -6.810 -1.974 -1.261 0.680 -0.865 -0.540
C 1.375 -8.140 -2.022 0.257 -0.403 0.512 -0.239
N 0.660 -4.161 -1.016 -0.628 0.017 -0.176 -0.869
H 1.847 -2.457 -2.473 -0.358 -0.048 -0.042 0.219
H 2.734 -3.476 -3.511 0.886 0.058 0.093 0.199
H 3.163 -3.197 -1.724 0.305 -0.764 -0.106 0.203
H 0.761 -4.499 -3.125 -0.356 0.000 0.122 0.199
H 2.693 -5.930 -1.336 0.639 0.050 -0.031 0.156
H 2.485 -6.014 -3.149 0.571 -0.428 0.011 0.166
H 1.924 -8.306 -1.096 0.302 -0.785 0.023 0.159
H 1.965 -8.444 -2.887 0.399 0.378 -0.205 0.158
H 0.495 -8.782 -2.073 -0.180 0.253 0.338 0.193
H 0.623 -4.878 -0.306 0.805 -0.515 -0.028 0.358
H -0.328 -4.146 -1.223 -0.382 0.624 -0.406 0.393
C -2.609 -0.378 6.832 -0.370 0.105 -0.060 -0.615
C -3.072 0.414 5.612 1.047 0.425 0.092 -0.065
C -2.739 1.917 5.813 -1.598 -0.570 -0.380 -0.069
O -3.573 2.326 6.926 -0.194 1.479 -0.573 -0.567
C -4.870 2.921 6.553 1.369 -1.112 0.161 -0.250
N -2.457 -0.216 4.431 0.059 0.754 0.508 -0.838
H -3.105 -0.055 7.747 -0.167 -0.165 -0.112 0.222
H -1.539 -0.270 7.009 0.109 0.057 -0.281 0.204
H -2.812 -1.425 6.608 -0.042 -0.166 0.451 0.197
H -4.151 0.359 5.466 -0.283 0.046 0.574 0.166
H -3.012 2.480 4.920 -0.219 0.078 -0.194 0.168
H -1.683 2.150 5.950 0.005 -0.286 0.653 0.184
H -5.361 3.161 7.497 -0.126 -0.380 -0.135 0.191
H -5.375 2.173 5.942 -0.537 0.052 0.261 0.176
H -4.855 3.839 5.964 0.722 0.139 -0.065 0.169
H -2.638 -1.199 4.577 0.134 -0.269 -0.529 0.354
H -3.009 0.072 3.636 0.092 -0.205 -0.501 0.372

---

Asked for DFT total energy across the records above, the calculation gives -7652.23302; -276132.76984; -5241.93639; -9373.78598; -44707.75072 eV in order.